The following is a DFT calculation (wB97M-V/def2-TZVPD) of a molecular structure, C35H38ClCsN5O6SSbTe at a distorted geometry.

Values from the calculation:
* ΔE to the lowest compared entry with this formula, charge and spin: 1.8374 eV
* maximum force: 2.6 eV/Å
* charge: -2
* orbital gap: 4.9 eV

Last column: Mulliken charge in e.
Positions of all 89 atoms, in Å:
Cs  0.649  0.716  0.645  1.267
C  -2.110  1.512  -3.788  -0.883
C  -1.362  1.627  -2.602  -0.573
N  -1.791  1.192  -1.443  0.305
C  -2.997  0.577  -1.362  -0.141
C  -3.805  0.365  -2.512  1.332
C  -3.320  0.883  -3.735  -0.775
C  -5.029  -0.339  -2.418  -1.055
C  -5.407  -0.832  -1.189  -0.754
C  -4.657  -0.613  -0.034  -0.504
C  -3.451  0.124  -0.044  -0.087
N  -2.672  0.353  1.005  -0.068
C  -3.063  0.277  2.293  -0.131
C  -4.296  0.708  2.791  -0.434
C  -4.620  0.628  4.154  -0.587
C  -3.746  0.120  5.079  -1.017
C  -2.465  -0.300  4.644  1.112
C  -1.489  -0.815  5.530  -0.804
C  -0.269  -1.204  5.059  -1.010
C  -0.008  -1.055  3.681  -0.560
N  -0.876  -0.568  2.837  0.498
C  -2.104  -0.206  3.276  -0.185
H  -1.724  1.916  -4.717  0.427
H  -0.381  2.098  -2.609  0.588
H  -3.926  0.767  -4.629  0.355
H  -5.633  -0.492  -3.305  0.311
H  -6.324  -1.407  -1.112  0.332
H  -4.984  -1.034  0.908  0.529
H  -5.008  1.132  2.094  0.513
H  -5.596  0.974  4.481  0.339
H  -4.012  0.038  6.127  0.325
H  -1.730  -0.897  6.585  0.349
H  0.488  -1.615  5.715  0.409
H  0.943  -1.383  3.264  0.701
C  -1.161  -5.322  -5.194  -1.503
C  -0.631  -4.731  -3.911  1.097
C  -0.956  -3.432  -3.533  -0.821
C  -0.460  -2.886  -2.359  -0.740
C  0.375  -3.644  -1.550  -0.453
C  0.703  -4.945  -1.904  -0.409
C  0.200  -5.481  -3.081  -0.601
S  0.977  -2.925  -0.031  1.342
O  -0.192  -2.792  0.802  -0.648
O  2.015  -3.817  0.459  -0.779
N  1.484  -1.488  -0.414  0.237
C  2.585  -1.282  -1.201  -0.138
C  3.334  -2.289  -1.868  -0.364
C  4.405  -1.933  -2.652  -0.586
C  4.754  -0.590  -2.792  -0.640
C  3.984  0.327  -2.103  -0.468
N  2.943  0.014  -1.336  0.145
H  -1.778  -4.602  -5.731  0.325
H  -1.768  -6.209  -4.996  0.327
H  -0.342  -5.626  -5.851  0.321
H  -1.609  -2.837  -4.162  0.370
H  -0.721  -1.876  -2.060  0.744
H  1.350  -5.514  -1.248  0.474
H  0.457  -6.499  -3.362  0.327
H  3.069  -3.327  -1.734  0.287
H  4.979  -2.703  -3.157  0.381
H  5.589  -0.275  -3.403  0.366
H  4.211  1.389  -2.161  0.395
O  0.365  2.970  2.826  -0.440
Cl  1.160  3.799  1.955  1.462
O  2.317  4.304  2.667  -0.719
O  0.370  4.901  1.458  -0.709
O  1.619  2.985  0.833  -0.831
C  0.862  5.540  -3.624  -1.095
Te  1.068  4.775  -1.626  0.406
C  -1.037  4.827  -1.304  -1.076
H  0.267  6.452  -3.627  0.324
H  0.396  4.796  -4.270  0.276
H  1.858  5.769  -4.005  0.294
H  -1.541  4.522  -2.219  0.377
H  -1.344  5.824  -0.998  0.445
H  -1.263  4.118  -0.511  0.204
C  3.387  2.305  4.976  -1.322
Sb  3.044  1.243  3.128  0.731
C  4.094  -0.508  3.895  -1.451
C  4.842  2.008  2.215  -1.332
H  4.407  2.127  5.321  0.380
H  2.679  1.962  5.733  0.361
H  3.226  3.366  4.795  0.327
H  5.092  -0.248  4.252  0.438
H  4.175  -1.260  3.106  0.373
H  3.522  -0.947  4.717  0.368
H  5.695  1.839  2.875  0.381
H  4.712  3.075  2.034  0.364
H  5.008  1.503  1.263  0.352

***

The following is a DFT calculation (wB97M-V/def2-TZVPD) of a molecular structure, C35H38CrN4S4 at a distorted geometry.

Values from the calculation:
* spin multiplicity: 5
* ΔE to the lowest compared entry with this formula, charge and spin: 1.9855 eV
* maximum force: 1.7 eV/Å
* charge: -2
* orbital gap (spin up / spin down): 4.2 / 5.7 eV

Last column: Löwdin spin population.
Positions of all 82 atoms, in Å:
Cr  -0.319  0.091  0.310  3.293
S  1.391  2.096  1.032  0.014
C  3.105  2.150  0.877  0.005
C  3.712  3.359  0.491  0.001
C  5.075  3.484  0.360  0.000
C  5.905  2.392  0.604  0.001
C  5.334  1.193  0.984  0.000
C  3.963  1.059  1.130  0.002
S  3.340  -0.517  1.660  0.003
C  2.593  -1.130  0.068  0.007
C  1.651  -2.236  0.379  0.024
C  2.072  -3.555  0.274  0.103
C  1.195  -4.574  0.659  0.071
C  -0.019  -4.228  1.189  0.034
C  -0.387  -2.865  1.340  0.133
C  -1.589  -2.535  1.995  0.127
S  -3.328  -2.043  0.633  0.245
C  -4.006  -0.730  1.542  0.022
C  -4.926  -1.045  2.544  0.026
C  -5.560  -0.068  3.282  -0.003
C  -5.299  1.266  2.999  0.031
C  -4.410  1.596  1.991  -0.002
C  -3.709  0.625  1.270  0.029
S  -2.605  1.152  0.023  0.020
N  0.446  -1.879  0.842  0.156
H  3.063  4.200  0.289  0.000
H  5.509  4.430  0.060  0.000
H  6.978  2.481  0.493  0.000
H  5.957  0.328  1.165  0.000
H  3.427  -1.444  -0.558  0.000
H  2.057  -0.287  -0.373  0.003
H  3.051  -3.784  -0.120  0.008
H  1.492  -5.612  0.569  0.004
H  -0.721  -4.978  1.522  0.000
H  -1.689  -1.571  2.465  0.003
H  -2.088  -3.343  2.511  0.000
H  -5.133  -2.091  2.722  0.001
H  -6.259  -0.345  4.065  -0.001
H  -5.793  2.046  3.569  0.003
H  -4.246  2.634  1.734  0.000
C  -1.397  2.678  2.724  0.001
C  -0.656  1.462  3.134  0.008
N  -0.381  0.359  2.457  0.007
C  0.364  -0.420  3.307  0.006
C  0.535  0.204  4.498  0.002
N  -0.127  1.398  4.388  0.003
H  -1.622  2.637  1.657  0.001
H  -0.793  3.563  2.931  0.000
H  -2.336  2.742  3.279  0.000
H  0.748  -1.377  3.023  0.003
H  1.077  -0.079  5.376  0.000
H  -0.169  2.127  5.075  0.000
C  -1.144  -2.936  -1.677  -0.001
C  -1.618  -2.212  -2.925  0.004
C  -2.925  -1.456  -2.678  0.006
C  -0.598  -1.248  -3.480  0.007
C  -0.300  -1.422  -4.812  0.000
C  0.466  -0.520  -5.530  0.047
C  0.870  0.626  -4.870  0.000
C  0.622  0.858  -3.532  0.010
C  1.142  2.190  -3.027  0.004
C  0.185  2.916  -2.089  -0.002
C  2.537  2.011  -2.422  0.002
C  -0.055  -0.134  -2.717  -0.056
N  -0.170  -0.046  -1.414  -0.418
H  -1.801  -3.766  -1.418  0.000
H  -1.153  -2.225  -0.859  0.001
H  -0.133  -3.320  -1.810  0.001
H  -1.802  -2.971  -3.701  0.000
H  -2.743  -0.627  -1.999  0.002
H  -3.673  -2.104  -2.227  0.004
H  -3.313  -1.059  -3.616  0.000
H  -0.708  -2.285  -5.329  -0.002
H  0.685  -0.680  -6.577  0.005
H  1.403  1.387  -5.434  -0.002
H  1.264  2.837  -3.911  0.000
H  -0.138  2.253  -1.285  0.000
H  -0.703  3.237  -2.635  0.000
H  0.673  3.787  -1.652  0.000
H  2.469  1.532  -1.454  0.000
H  3.034  2.971  -2.285  0.000
H  3.153  1.390  -3.073  0.000